Entry from the OMol25 dataset: one molecule with the formula C5H10N2 (the ωB97M-V functional and the def2-TZVPD basis).

Computed properties:
HOMO ... -0.26169 hartree
SMILES ... CC(=C/N)/C=C/N
LUMO ... 1.2 eV
Relative energy (zero: lowest compared OMol25 entry of this formula, charge and spin) ... 60.6 kcal per mole
Electronic energy ... -305.92728 Eh
Gap between HOMO and LUMO ... 8.28 eV

ORCA input file:
```
! wB97M-V def2-TZVPD RIJCOSX def2/J DEFGRID3
* xyz 0 1
C -0.059 -1.415 1.967
C 0.061 -0.508 0.782
N -0.750 -0.723 -1.648
N 0.724 2.022 -1.410
C -0.929 -0.355 -0.264
C 0.939 0.517 0.549
C 0.186 1.415 -0.290
H -1.034 -1.687 -1.799
H 0.224 -0.642 -1.918
H 0.121 2.621 -1.950
H 1.486 1.576 -1.896
H -1.980 -0.480 0.010
H 1.965 0.654 0.874
H -0.635 1.962 0.155
H -1.038 -1.288 2.441
H 0.702 -1.202 2.719
H 0.017 -2.468 1.678
*
```

Just the natural (NBO) charges please, in e? Sure, here they are: C -0.648; C -0.021; N -0.838; N -0.819; C -0.091; C -0.308; C 0.016; H 0.353; H 0.350; H 0.390; H 0.381; H 0.174; H 0.202; H 0.209; H 0.221; H 0.216; H 0.213

Entry from the OMol25 dataset: C30H49FP2Pt as an isolated structure (the ωB97M-V functional and the def2-TZVPD basis).

Computed properties:
HOMO (spin up / spin down) ... -0.44370 / -0.47499 hartree
LUMO (spin up / spin down) ... -4.7 / -8.7 eV
Electronic energy ... -2073.65787 Eh
⟨S²⟩ ... 6.0156
Gap between HOMO and LUMO (spin up / spin down) ... 7.38 / 4.20 eV

ORCA input file:
```
! wB97M-V def2-TZVPD RIJCOSX def2/J DEFGRID3
* xyz 2 5
Pt 0.755 -1.180 -0.748
C -2.908 1.905 0.063
C -3.775 1.197 -0.815
C -3.331 -0.160 0.987
C -2.629 1.067 1.177
C -4.014 -0.086 -0.256
C -2.445 3.296 -0.112
H -2.393 3.569 -1.174
H -1.450 3.441 0.331
H -3.130 4.011 0.375
C -1.796 1.459 2.332
H -0.780 1.731 2.006
H -1.698 0.639 3.050
H -2.220 2.327 2.864
C -3.415 -1.302 1.918
H -4.454 -1.480 2.238
H -2.813 -1.133 2.815
H -3.063 -2.228 1.439
C -4.878 -1.131 -0.841
H -5.943 -0.941 -0.633
H -4.630 -2.117 -0.429
H -4.761 -1.174 -1.932
C -4.383 1.733 -2.051
H -5.308 2.291 -1.833
H -4.645 0.924 -2.745
H -3.700 2.424 -2.564
C 2.155 0.064 -1.423
C 0.869 0.746 -1.152
C -0.056 1.164 -2.270
C -0.986 0.019 -2.753
C -0.567 -1.336 -2.238
C 0.716 -1.910 -2.645
C 1.653 -1.176 -3.587
C 2.591 -0.186 -2.847
H 0.516 1.589 -3.102
H -1.061 0.017 -3.848
H -0.683 1.973 -1.877
H 2.689 0.757 -3.402
H 2.960 0.329 -0.728
H 0.897 1.425 -0.283
H 3.599 -0.622 -2.816
H 2.278 -1.924 -4.095
H 0.703 -3.001 -2.783
H 1.082 -0.665 -4.373
H -1.997 0.215 -2.375
H -1.375 -2.063 -2.072
P 2.208 3.361 0.757
C 2.002 3.783 2.530
H 2.887 4.336 2.874
H 1.892 2.856 3.111
H 1.094 4.391 2.649
C 4.025 3.100 0.687
H 4.518 3.736 1.433
H 4.390 3.340 -0.321
H 4.247 2.045 0.899
C 2.077 5.009 -0.037
H 2.310 4.890 -1.105
H 2.775 5.717 0.430
H 1.041 5.362 0.067
P 1.479 -3.870 -0.187
C 0.018 -4.879 -0.490
H 0.359 -5.882 -0.770
H -0.592 -4.441 -1.293
H -0.576 -4.912 0.434
C 2.788 -4.274 -1.354
H 2.439 -4.162 -2.388
H 3.085 -5.307 -1.147
H 3.634 -3.590 -1.195
C 2.086 -4.120 1.484
H 2.831 -4.924 1.446
H 1.244 -4.390 2.131
H 2.538 -3.190 1.855
F 1.141 -0.525 5.450
C 1.066 -0.667 4.085
C 1.980 0.025 3.300
C 1.888 -0.119 1.907
C 0.896 -0.906 1.347
C 0.002 -1.591 2.159
C 0.073 -1.485 3.554
H 2.749 0.649 3.757
H 2.602 0.377 1.253
H -0.752 -2.223 1.688
H -0.616 -2.020 4.208
*
```

Just the Löwdin charges please, in e? Sure, here they are: Pt 1.330; C -0.128; C -0.145; C -0.108; C -0.102; C -0.132; C 0.005; H 0.090; H 0.086; H 0.125; C 0.015; H 0.093; H 0.073; H 0.122; C 0.000; H 0.122; H 0.074; H 0.098; C 0.011; H 0.124; H 0.093; H 0.098; C 0.008; H 0.125; H 0.095; H 0.096; C -0.326; C -0.369; C -0.156; C -0.171; C -0.331; C -0.316; C -0.151; C -0.171; H 0.122; H 0.127; H 0.092; H 0.124; H 0.093; H 0.010; H 0.118; H 0.120; H 0.086; H 0.122; H 0.083; H 0.103; P 0.810; C -0.284; H 0.049; H 0.012; H 0.043; C -0.281; H 0.049; H 0.049; H 0.022; C -0.292; H 0.042; H 0.055; H 0.033; P 0.788; C -0.245; H 0.062; H 0.038; H 0.053; C -0.247; H 0.043; H 0.061; H 0.064; C -0.238; H 0.061; H 0.056; H 0.048; F 0.061; C -0.237; C 0.012; C -0.109; C -0.296; C -0.165; C -0.006; H 0.132; H 0.065; H 0.081; H 0.134

Entry from the OMol25 dataset: C34H38Ge2MgN4O2 as an isolated structure (the ωB97M-V functional and the def2-TZVPD basis).

Computed properties:
HOMO (spin up / spin down) ... -0.24685 / -0.24724 hartree
LUMO (spin up / spin down) ... -1.4 / -1.1 eV
Relative energy (zero: lowest compared OMol25 entry of this formula, charge and spin) ... 12.5 kcal per mole
Electronic energy ... -6041.82899 Eh
Gap between HOMO and LUMO (spin up / spin down) ... 5.27 / 5.60 eV

ORCA input file:
```
! wB97M-V def2-TZVPD RIJCOSX def2/J DEFGRID3
* xyz 0 1
Mg 0.030 1.656 0.231
O -3.727 3.207 0.957
C -2.551 2.931 0.730
N -1.949 1.754 0.565
C -2.606 0.512 0.596
C -3.979 0.305 0.474
C -4.492 -0.985 0.387
C -3.635 -2.073 0.403
C -2.266 -1.880 0.534
C -1.730 -0.601 0.673
N -0.333 -0.324 0.830
C 2.021 -1.346 0.646
O 2.639 -2.364 0.826
C 2.827 -0.057 0.554
C 4.196 -0.170 0.744
C 4.984 0.965 0.734
C 4.376 2.193 0.540
C 3.008 2.222 0.366
N 2.232 1.127 0.368
C -1.557 4.095 0.645
C -1.994 5.360 1.007
C -1.120 6.427 0.933
C 0.169 6.208 0.471
C 0.531 4.923 0.131
N -0.295 3.869 0.228
H -4.631 1.165 0.439
H -5.561 -1.134 0.289
H -4.027 -3.080 0.316
H -1.625 -2.752 0.545
H 4.606 -1.157 0.903
H 6.054 0.894 0.885
H 4.942 3.116 0.532
H 2.500 3.167 0.232
H -3.019 5.458 1.334
H -1.439 7.422 1.221
H 0.884 7.014 0.371
H 1.523 4.736 -0.258
C -1.901 -1.079 4.034
C -1.539 0.395 3.807
Ge 0.083 0.889 2.779
C 1.577 -0.073 3.714
C 1.607 -1.585 3.997
C 0.510 -1.442 0.425
C 0.436 -1.611 -1.097
Ge 0.192 0.160 -1.961
C 1.671 0.636 -3.182
C 2.102 -0.347 -4.275
C -1.567 0.397 -2.807
C -1.964 -0.600 -3.901
C 0.450 -2.899 -1.714
C 0.170 -3.045 -3.094
C 0.083 -4.285 -3.692
C 0.282 -5.440 -2.938
C 0.577 -5.329 -1.582
C 0.661 -4.090 -0.975
H -2.923 -1.176 4.411
H -1.245 -1.548 4.764
H -1.845 -1.662 3.115
H -1.413 0.900 4.773
H -2.364 0.909 3.311
H 1.585 0.470 4.669
H 2.495 0.233 3.205
H 0.809 -1.878 4.674
H 2.551 -1.881 4.468
H 1.500 -2.189 3.097
H 0.237 -2.360 0.940
H 2.524 0.856 -2.534
H 1.368 1.589 -3.624
H 2.430 -1.299 -3.858
H 2.938 0.069 -4.843
H 1.298 -0.550 -4.986
H -1.539 1.417 -3.199
H -2.301 0.389 -1.998
H -1.254 -0.610 -4.732
H -2.940 -0.329 -4.311
H -2.042 -1.616 -3.510
H -0.002 -2.158 -3.683
H -0.150 -4.359 -4.748
H 0.204 -6.415 -3.402
H 0.742 -6.223 -0.992
H 0.921 -4.033 0.073
*
```

Just the natural (NBO) charges please, in e? Sure, here they are: Mg 1.685; O -0.654; C 0.614; N -0.858; C 0.195; C -0.255; C -0.228; C -0.211; C -0.274; C 0.099; N -0.861; C 0.572; O -0.540; C 0.106; C -0.196; C -0.151; C -0.228; C 0.047; N -0.526; C 0.162; C -0.214; C -0.144; C -0.258; C 0.045; N -0.562; H 0.248; H 0.211; H 0.209; H 0.209; H 0.257; H 0.228; H 0.229; H 0.193; H 0.260; H 0.223; H 0.226; H 0.183; C -0.611; C -0.872; Ge 0.795; C -0.875; C -0.612; C -0.169; C -0.338; Ge 1.102; C -0.839; C -0.610; C -0.831; C -0.612; C -0.051; C -0.200; C -0.210; C -0.204; C -0.200; C -0.216; H 0.204; H 0.193; H 0.205; H 0.219; H 0.226; H 0.223; H 0.197; H 0.204; H 0.198; H 0.198; H 0.219; H 0.216; H 0.220; H 0.213; H 0.209; H 0.201; H 0.220; H 0.248; H 0.192; H 0.216; H 0.216; H 0.207; H 0.214; H 0.213; H 0.215; H 0.224

Asked for max |F| across the records above, the calculation gives 1.12, 6.61, 1.26 eV Å⁻¹ in order.